DFT (ωB97M-V/def2-TZVPD) results for a cluster of 14 separate species, C51H78N13O14 in total.

Computed properties:
- LUMO energy: -0.0662 Eh
- HOMO: -9.4 eV
- Multiplicity: 1
- Gap between HOMO and LUMO: 7.6 eV
- Total charge: +1
- M: 1097.3 g mol⁻¹
- Energy above the lowest of the compared OMol25 structures with the same formula, charge and spin: 75.00 kcal/mol

```
156
Properties=species:S:1:pos:R:3:forces:R:3
C -12.16160 13.07152 21.94923 1.2 -0.2 -0.5
C -11.69179 14.51240 22.08219 -0.8 0.8 0.2
C -11.89743 15.36331 20.82906 0.8 1.3 -1.0
N -11.45678 16.89244 20.93717 0.4 -1.0 3.0
C -11.29227 17.51123 19.54594 0.1 -1.0 0.1
C -11.26783 19.04056 19.50869 0.2 0.4 0.6
C -12.44432 19.63348 20.32025 0.8 -0.9 -1.0
C -12.47366 19.12900 21.78618 -0.5 0.0 -1.1
C -12.52251 17.52108 21.90962 0.0 2.5 -1.3
C -10.06268 17.00041 21.64755 -0.4 0.5 -0.6
H -13.14598 12.84541 21.53942 -0.1 0.3 0.4
H -11.94690 12.63606 22.92513 -0.6 -0.3 0.0
H -11.42994 12.61988 21.27931 -0.1 -0.4 -0.2
H -10.63831 14.42224 22.34707 0.1 0.4 -0.2
H -12.20402 14.93711 22.94551 -0.1 0.3 -0.1
H -12.89747 15.47549 20.41020 -0.3 -0.3 0.6
H -11.34000 14.97601 19.97620 0.5 -0.1 0.1
H -11.98760 16.94919 18.92246 -0.7 0.7 -0.1
H -10.35848 17.07433 19.19202 0.3 0.2 0.2
H -11.25549 19.43451 18.49244 -0.5 -0.5 -0.3
H -10.28544 19.39113 19.82511 0.1 -0.1 0.7
H -13.25994 19.36553 19.64864 -0.9 -0.4 0.8
H -12.51616 20.72059 20.28633 0.6 0.0 0.2
H -13.33141 19.70276 22.13715 -0.5 -1.1 0.6
H -11.71334 19.70036 22.31870 0.7 -0.8 0.2
H -13.51991 17.20759 21.60136 0.1 -0.1 -0.6
H -12.45980 17.10755 22.91619 0.8 0.2 -0.1
H -9.40189 16.22397 21.26207 -0.2 0.1 -0.2
H -10.06246 16.99733 22.73755 -0.9 -0.4 0.0
H -9.64839 17.97617 21.39385 0.0 -0.1 -0.3
C -13.71274 15.15224 25.46204 0.7 0.9 -0.6
O -14.15817 15.08641 24.36234 -1.7 0.5 -4.5
N -13.11926 16.17888 25.99814 1.3 2.9 1.8
N -13.72533 14.11808 26.21946 -0.5 -4.4 3.1
H -13.06321 16.13204 27.00550 0.4 0.6 -0.3
H -12.78856 16.99419 25.50216 -0.1 -0.1 0.1
H -14.16710 13.30298 25.81879 0.2 -0.1 0.4
H -13.10835 14.01312 27.01219 -0.2 -0.2 -0.2
C -8.41568 13.99063 20.01122 -0.6 -0.6 -2.1
O -8.78168 14.88351 19.33162 -1.5 5.4 -2.0
N -7.38573 13.93494 20.74129 6.0 0.8 4.4
N -8.99199 12.85906 19.85255 -3.1 -6.1 -0.1
H -6.97880 13.08575 21.10652 -0.5 0.1 -0.1
H -6.78781 14.72909 20.91988 -0.4 0.1 -0.3
H -9.76354 12.75011 19.20994 0.3 0.3 0.2
H -8.65089 12.01550 20.29090 -0.3 0.2 -0.1
C -15.94630 15.75876 20.70375 0.3 -3.0 3.3
O -16.74714 16.50956 21.24973 0.3 0.3 0.0
N -15.28127 14.72800 21.34677 -0.8 0.9 0.6
N -15.69907 15.74046 19.43134 -0.6 2.5 -3.1
H -15.45887 14.69595 22.34052 0.8 -0.4 0.1
H -14.50805 14.29782 20.85975 -0.3 -0.1 0.6
H -15.21087 15.07255 18.85199 -0.2 0.1 0.5
H -16.24075 16.53779 19.12973 0.3 -0.2 -1.7
C -10.07458 19.02976 25.01321 -6.5 -1.1 0.6
O -10.74055 18.00914 25.18170 0.6 -1.4 0.3
N -10.69073 20.20404 25.07814 0.4 3.1 0.1
N -8.87714 19.14096 24.60526 5.3 -0.7 -2.1
H -10.04030 20.89763 24.73764 -1.1 0.9 0.4
H -11.66722 20.43878 25.18524 0.2 -0.7 0.1
H -8.62389 19.99896 24.13642 0.4 -0.4 0.1
H -8.50124 18.29058 24.21073 0.4 0.2 0.2
C -8.61617 15.76916 26.06308 0.9 1.7 1.5
C -8.87632 16.03458 27.43507 0.4 0.8 -1.5
C -8.15063 17.00836 28.10777 1.1 0.0 -2.3
C -7.05351 17.68132 27.48431 -1.0 -0.7 0.0
C -6.69599 17.39666 26.16527 -2.0 -1.1 0.5
C -7.51276 16.45492 25.45384 0.7 -1.0 2.2
O -6.93468 15.98628 24.30181 -0.7 0.6 -1.0
O -8.54182 17.41661 29.32832 -0.2 0.4 1.6
H -9.39786 15.18123 25.60513 0.6 -0.3 -0.7
H -9.72540 15.56836 27.91267 0.0 0.0 0.1
H -6.58325 18.44630 28.08436 0.2 0.1 -0.1
H -5.91100 17.91839 25.63801 0.2 -0.2 0.1
H -7.65410 15.61862 23.78330 0.0 -0.6 -0.3
H -9.36789 17.89478 29.22555 -0.1 0.0 0.2
C -10.35877 12.15140 26.74785 -0.8 0.1 0.1
C -11.51313 11.54301 26.34250 -2.1 -0.9 0.1
C -12.66516 11.43582 27.21034 1.0 -0.9 -2.1
C -12.54143 11.70566 28.51381 0.3 1.0 1.3
C -11.35673 12.27935 28.98305 -0.2 -0.2 -0.5
C -10.32626 12.51385 28.07828 1.9 1.4 2.8
O -9.16935 13.19625 28.53110 -0.4 -0.3 -1.5
O -13.88867 11.05019 26.73074 0.3 -0.3 -1.4
H -9.63877 12.43061 25.99283 0.5 -0.2 0.4
H -11.52034 11.05212 25.38053 -0.5 0.4 -0.4
H -13.45212 11.58442 29.08156 0.2 0.1 0.7
H -11.29577 12.58580 30.01686 0.3 0.0 0.0
H -8.91952 13.17850 29.45784 -0.7 -0.4 0.2
H -14.54423 10.86761 27.40787 0.3 0.1 0.3
C -15.64606 11.29662 16.28621 -0.8 -1.2 -0.3
C -14.72600 12.12890 16.83270 0.6 1.4 1.1
C -14.89830 12.60686 18.13294 0.0 -0.6 -0.4
C -15.92952 12.11325 18.88277 -2.0 -0.8 0.7
C -16.95784 11.24618 18.36897 3.3 1.7 -0.9
C -16.76138 10.87288 17.02495 -0.3 0.1 2.0
O -17.59537 9.95085 16.51602 -0.5 -0.5 -1.3
O -13.97413 13.47583 18.70243 -0.4 -0.2 0.5
H -15.47887 10.82580 15.32872 -0.1 0.2 -0.2
H -13.83087 12.51647 16.36908 0.0 -0.4 -0.7
H -16.01062 12.33986 19.93561 0.1 0.4 0.1
H -17.71262 10.89228 19.05560 -0.2 -0.2 -0.3
H -18.46001 10.04036 16.92342 0.0 -0.1 0.1
H -13.54851 13.99849 18.01884 0.5 0.1 -0.5
C -10.28529 16.33574 16.16025 -2.6 -0.6 -2.0
C -9.99368 17.41396 15.29041 1.1 -0.7 1.4
C -10.95934 17.96359 14.52014 -3.1 -0.4 -0.3
C -12.22211 17.37205 14.48921 -1.3 -0.7 -0.8
C -12.62727 16.19780 15.14230 3.3 0.5 1.7
C -11.60476 15.69754 16.01131 1.4 0.6 0.6
O -11.92807 14.63926 16.90508 -0.7 0.7 0.0
O -10.78845 19.12233 13.86142 1.6 0.7 -0.2
H -9.54969 15.90352 16.82241 0.0 0.0 0.1
H -9.03843 17.90885 15.19564 0.4 -0.2 0.5
H -12.91635 17.83429 13.80309 -0.4 0.1 0.0
H -13.59974 15.72851 15.16357 0.0 0.2 -0.4
H -11.46795 13.80374 16.79652 0.5 0.3 -0.5
H -11.53228 19.46602 13.36121 -0.3 -0.5 0.2
C -13.39157 24.56087 22.49987 4.9 -0.3 -0.7
C -13.66183 25.84387 22.44159 -3.9 3.1 -0.1
C -15.05088 26.16604 22.51172 1.7 0.0 0.9
C -15.98730 25.14305 22.74943 0.7 2.7 -0.6
C -15.53526 23.85781 22.90636 -2.1 -0.8 -0.1
C -14.22801 23.55753 22.72566 -0.6 -1.4 0.5
O -13.64758 22.32987 22.77121 0.0 -1.0 -0.1
O -15.36340 27.48907 22.56756 -1.3 0.0 -0.2
H -12.34385 24.34567 22.35027 0.3 -0.6 0.2
H -12.98656 26.68563 22.39860 0.5 -0.3 -0.2
H -17.01676 25.46757 22.78555 -0.2 -0.4 0.3
H -16.31360 23.13570 23.10420 0.2 -0.5 0.1
H -14.00598 21.83561 23.51207 -0.1 -0.4 0.2
H -14.59621 28.04469 22.41169 0.1 -0.2 -0.1
C -5.95059 18.80242 18.30415 0.1 -0.5 -1.3
C -6.81422 18.91105 19.43954 -0.7 -0.1 1.2
N -7.52591 19.01342 20.33976 0.3 -0.1 -0.4
H -6.55103 18.55390 17.42904 -0.3 0.5 -0.1
H -5.30866 17.92153 18.29766 0.4 0.3 0.7
H -5.42076 19.73965 18.13385 0.1 -0.2 0.0
C -15.90045 18.73536 23.00957 0.5 1.8 1.5
C -15.02342 19.49716 24.00872 1.7 0.4 1.3
N -14.29783 20.04026 24.76885 -2.3 -1.5 -2.5
H -16.90279 19.07672 23.26817 -0.2 -0.5 -0.1
H -15.79933 17.65428 23.10517 0.1 0.2 -0.1
H -15.70862 19.14343 22.01721 0.2 -0.4 0.0
C -8.26438 10.59853 23.67352 0.8 0.5 -0.7
C -8.46806 12.05237 23.64421 -0.3 1.0 0.1
N -8.63879 13.19676 23.57177 0.2 -1.4 0.1
H -9.20696 10.05458 23.73468 0.3 0.0 0.3
H -7.47745 10.32731 24.37729 -0.6 0.0 0.6
H -7.74623 10.35790 22.74524 -0.4 -0.2 -0.4
C -14.35230 23.64801 19.36146 0.5 0.2 1.0
C -14.33028 22.34580 18.69730 -1.5 -4.4 -3.5
N -14.45543 21.31134 18.09094 0.9 5.0 3.2
H -13.52119 23.64530 20.06669 0.2 0.2 -0.1
H -15.21677 23.82472 20.00141 -0.3 -0.5 -0.1
H -14.27973 24.55246 18.75746 0.2 -0.5 -0.6
```
Forces are in eV/Å.

These are the Löwdin partial charges, in e, on atoms 1 to 99: atom 1 (C): -0.073, atom 2 (C): -0.219, atom 3 (C): -0.088, atom 4 (N): -0.165, atom 5 (C): -0.100, atom 6 (C): -0.153, atom 7 (C): -0.187, atom 8 (C): -0.121, atom 9 (C): -0.026, atom 10 (C): 0.025, atom 11 (H): 0.067, atom 12 (H): 0.071, atom 13 (H): 0.053, atom 14 (H): 0.077, atom 15 (H): 0.085, atom 16 (H): 0.093, atom 17 (H): 0.107, atom 18 (H): 0.123, atom 19 (H): 0.110, atom 20 (H): 0.118, atom 21 (H): 0.086, atom 22 (H): 0.094, atom 23 (H): 0.094, atom 24 (H): 0.059, atom 25 (H): 0.102, atom 26 (H): 0.109, atom 27 (H): 0.102, atom 28 (H): 0.076, atom 29 (H): 0.083, atom 30 (H): 0.058, atom 31 (C): -0.817, atom 32 (O): 0.040, atom 33 (N): 0.202, atom 34 (N): 0.192, atom 35 (H): 0.116, atom 36 (H): 0.080, atom 37 (H): 0.113, atom 38 (H): 0.104, atom 39 (C): -0.873, atom 40 (O): 0.052, atom 41 (N): 0.202, atom 42 (N): 0.184, atom 43 (H): 0.116, atom 44 (H): 0.133, atom 45 (H): 0.124, atom 46 (H): 0.112, atom 47 (C): -0.724, atom 48 (O): 0.017, atom 49 (N): 0.176, atom 50 (N): 0.188, atom 51 (H): 0.088, atom 52 (H): 0.040, atom 53 (H): 0.082, atom 54 (H): 0.125, atom 55 (C): -0.758, atom 56 (O): 0.001, atom 57 (N): 0.175, atom 58 (N): 0.203, atom 59 (H): 0.097, atom 60 (H): 0.092, atom 61 (H): 0.127, atom 62 (H): 0.102, atom 63 (C): -0.004, atom 64 (C): -0.022, atom 65 (C): -0.346, atom 66 (C): 0.002, atom 67 (C): -0.020, atom 68 (C): -0.335, atom 69 (O): 0.003, atom 70 (O): 0.035, atom 71 (H): 0.092, atom 72 (H): 0.102, atom 73 (H): 0.111, atom 74 (H): 0.112, atom 75 (H): 0.052, atom 76 (H): 0.112, atom 77 (C): -0.020, atom 78 (C): -0.002, atom 79 (C): -0.354, atom 80 (C): -0.047, atom 81 (C): 0.000, atom 82 (C): -0.283, atom 83 (O): 0.000, atom 84 (O): 0.035, atom 85 (H): 0.090, atom 86 (H): 0.106, atom 87 (H): 0.126, atom 88 (H): 0.119, atom 89 (H): 0.106, atom 90 (H): 0.109, atom 91 (C): -0.009, atom 92 (C): -0.023, atom 93 (C): -0.323, atom 94 (C): -0.013, atom 95 (C): 0.028, atom 96 (C): -0.330, atom 97 (O): 0.055, atom 98 (O): -0.023, atom 99 (H): 0.124

DFT (ωB97M-V/def2-TZVPD) results for the molecule C3H6O2.

Computed properties:
- LUMO energy: 0.0238 Eh
- HOMO: -10.2 eV
- SMILES: COC(C)=O
- Multiplicity: 1
- Gap between HOMO and LUMO: 10.9 eV
- M: 74.1 g mol⁻¹
- Energy above the lowest of the compared OMol25 structures with the same formula, charge and spin: 61.62 kcal/mol

```
11
Properties=species:S:1:pos:R:3:forces:R:3
C -1.44454 0.62722 0.82845 -3.0 -0.4 -4.1
O -0.06746 0.55909 0.83200 1.5 -1.3 -2.4
C 0.54986 -0.13963 -0.18290 5.3 -1.3 2.5
C -0.23590 -0.67709 -1.29142 -3.1 -2.0 1.3
O 1.79324 -0.36443 -0.05763 -4.6 1.2 -0.6
H -1.56720 1.22885 1.61444 -1.4 2.9 2.7
H -2.13239 1.01121 -0.19581 2.7 -0.6 2.7
H -2.00077 -0.25809 1.08512 0.4 -1.1 0.0
H -1.20234 -1.46370 -0.88771 2.9 2.8 -1.6
H -0.47906 0.15495 -1.88750 -1.9 1.4 -0.4
H 0.35895 -1.09342 -2.04831 1.3 -1.7 -0.2
```
Forces are in eV/Å.

Per-atom Löwdin charges, elementary charge units: atom 1 (C): -0.140, atom 2 (O): -0.027, atom 3 (C): -0.476, atom 4 (C): -0.023, atom 5 (O): 0.049, atom 6 (H): 0.039, atom 7 (H): 0.175, atom 8 (H): 0.075, atom 9 (H): 0.198, atom 10 (H): 0.068, atom 11 (H): 0.062

DFT (ωB97M-V/def2-TZVPD) results for the molecule C12H10N2.

Computed properties:
- LUMO energy: 0.0086 Eh
- HOMO: -8.1 eV
- SMILES: Cn1c2ccccc2c2cnccc21
- Multiplicity: 1
- Gap between HOMO and LUMO: 8.4 eV
- M: 182.2 g mol⁻¹
- Energy above the lowest of the compared OMol25 structures with the same formula, charge and spin: 68.16 kcal/mol

```
24
Properties=species:S:1:pos:R:3:forces:R:3
C -1.67951 -0.12107 -2.01830 -1.1 -0.3 -1.2
N -0.70146 0.02370 -1.00326 -0.2 0.0 -0.7
C -0.72635 0.78553 0.14860 -2.0 1.7 0.5
C -1.68722 1.78818 0.66637 -2.3 -0.5 0.0
C -1.48080 2.40714 1.96380 -0.3 -2.0 0.1
C -0.16595 2.09290 2.56081 -1.3 -0.4 2.0
C 0.64230 1.06622 2.04118 2.0 2.6 2.1
C 0.40352 0.39430 0.83141 2.4 3.2 2.7
C 1.28275 -0.41941 0.02889 -3.3 -0.9 0.9
C 2.39885 -1.18715 0.23877 0.6 -0.1 0.7
N 2.66700 -2.32230 -0.36971 0.3 -1.6 -1.6
C 1.82853 -2.83091 -1.35185 -1.9 6.2 2.5
C 0.64476 -1.98995 -1.60306 2.5 -2.0 -0.4
C 0.33070 -0.82531 -0.91044 3.1 -1.8 -1.3
H -1.93023 0.91868 -2.38839 -0.6 -1.3 0.6
H -2.45606 -0.76505 -1.50646 -0.2 1.1 -1.4
H -1.30404 -0.66511 -2.96492 -0.3 0.7 1.8
H -2.83002 1.92075 0.12521 3.7 -0.4 1.5
H -2.45709 2.77834 2.65395 3.1 -0.5 -2.4
H 0.18513 2.44590 3.67175 -1.3 -0.5 -3.0
H 1.62180 1.11901 2.69425 -1.7 -1.2 -1.9
H 3.11501 -0.80276 0.96658 0.1 -0.5 0.0
H 2.16615 -3.59283 -2.00405 0.0 -0.9 -0.1
H 0.13224 -2.21877 -2.47111 -1.4 -0.8 -1.5
```
Forces are in eV/Å.

Per-atom Löwdin charges, elementary charge units: atom 1 (C): -0.033, atom 2 (N): -0.087, atom 3 (C): -0.158, atom 4 (C): -0.032, atom 5 (C): -0.110, atom 6 (C): -0.140, atom 7 (C): -0.061, atom 8 (C): -0.152, atom 9 (C): -0.080, atom 10 (C): -0.119, atom 11 (N): 0.033, atom 12 (C): -0.048, atom 13 (C): 0.021, atom 14 (C): -0.217, atom 15 (H): 0.112, atom 16 (H): 0.120, atom 17 (H): 0.111, atom 18 (H): 0.155, atom 19 (H): 0.156, atom 20 (H): 0.135, atom 21 (H): 0.139, atom 22 (H): 0.117, atom 23 (H): 0.083, atom 24 (H): 0.056

Q: Look up the gap between HOMO and LUMO of the first one.
A: 7.6 eV